Below is a single C4H11BN2 molecule in a non-equilibrium geometry, with properties calculated with the ωB97M-V functional and the def2-TZVPD basis.

Cartesian coordinates (Å):
H (-1.3352, -1.3718, -1.1988)
H (-2.7259, 0.1581, 0.8787)
C (1.2541, -1.5855, -0.0523)
H (-1.2843, 2.0651, 0.3385)
C (1.5858, 1.6776, 0.1728)
H (2.2540, 0.9983, 0.7321)
H (2.0947, -0.8533, -0.2534)
C (-2.0787, 0.1123, 0.0111)
N (0.1816, -0.6445, 0.1001)
H (1.9165, 1.8710, -0.8762)
N (-1.0948, 1.2088, -0.0180)
H (1.5331, -2.0417, 0.9260)
H (-1.3338, -2.0274, 0.4746)
C (-1.1541, -1.0876, -0.1481)
H (-2.5632, 0.4357, -0.9366)
H (1.5706, 2.6604, 0.5441)
H (0.8733, -2.3146, -0.8489)
B (0.3061, 0.7389, 0.1543)

Forces on the atoms, in the same order (eV/Å):
0.69 -0.45 0.07
-0.18 -0.23 0.13
0.16 0.84 0.03
-1.32 2.95 1.12
0.04 -2.28 -1.07
0.68 0.95 -0.34
-0.24 -1.84 -0.66
0.74 2.23 -1.06
0.57 -0.29 0.31
0.10 -0.77 0.59
3.31 -2.24 0.19
-0.41 -0.39 -0.77
-0.36 1.27 -0.58
-1.09 -1.88 0.02
-0.97 -1.58 0.75
-0.44 1.02 1.18
1.58 0.70 0.94
-2.88 2.01 -0.84

Computed properties:
2S+1   1
Energy above the lowest of the compared OMol25 structures with the same formula, charge and spin   46.1 kcal per mole
Lowest unoccupied orbital energy   0.738 eV
SMILES   CB1NCCN1C
Maximum force   4.006 eV/A
Orbital gap   8.665 eV

Below is a single C24H29N3O4S molecule in a non-equilibrium geometry, with properties calculated with the ωB97M-V functional and the def2-TZVPD basis.

Cartesian coordinates (Å):
C (0.1671, 4.7213, -2.1672)
N (0.3230, -2.8331, -0.7138)
H (-1.5671, 2.5990, 3.4459)
O (1.3906, -2.4029, -2.6529)
H (-3.8670, 2.1305, -5.1046)
H (-0.4850, 5.5812, -2.3017)
C (-1.9423, 2.3226, -4.2029)
C (-1.3174, 3.4771, -3.7594)
C (-0.3960, 1.5010, 2.0773)
C (-0.3143, 2.2725, -1.9536)
C (2.7668, -1.5548, 3.4162)
H (-1.4677, 4.4041, -4.2938)
H (-2.1932, 0.9820, 3.0501)
H (0.4451, 4.6489, -1.1188)
H (2.3116, -3.3215, -0.3337)
H (-2.2654, 0.2467, -3.8300)
H (0.3166, 2.2495, -1.0797)
C (-2.8399, 2.3374, -5.4030)
C (0.4130, -1.3026, 3.6925)
H (-1.6883, -1.8940, -2.0711)
C (-0.9293, 1.1042, -2.3865)
H (3.7787, -1.2641, 3.6596)
C (-1.7508, 1.1375, -3.5029)
C (1.2160, 0.6450, 0.8321)
C (1.0385, -4.1269, 1.2376)
H (1.3172, -0.0248, 5.9424)
H (1.0728, 4.8932, -2.7493)
C (-0.5081, 3.4664, -2.6303)
O (-2.4997, 0.9663, -0.1219)
H (2.4054, -1.0012, 0.2794)
C (0.4406, -2.2458, -1.9100)
H (1.7152, -0.1145, -1.0872)
H (1.7031, -4.9489, 1.5142)
C (0.1915, -2.3120, 2.7733)
H (-2.8125, 3.3044, -5.8980)
C (1.3160, -3.7643, -0.2192)
C (2.1556, -0.0109, -0.1003)
H (-0.4281, -0.8127, 4.1619)
C (-1.7059, 1.8707, 2.6522)
C (1.2584, -2.9758, 2.1817)
N (-0.7188, -0.0759, -1.6291)
H (-0.4606, -2.5849, -0.1192)
H (1.2915, -4.6683, -0.8401)
H (3.3929, -3.0757, 2.0541)
H (-0.6822, -1.1979, -3.3772)
C (1.7025, -0.9173, 4.0403)
O (-1.7184, -1.3090, 0.3441)
H (0.0090, -4.4796, 1.3211)
N (0.7384, 1.8858, 2.5917)
H (2.9714, 0.2007, 5.3530)
H (3.0731, 0.5706, -0.1573)
C (-0.1516, 0.6959, 0.9241)
C (-0.7574, -1.3653, -2.3018)
O (1.7357, 1.3654, 1.8319)
H (-0.8213, -2.5918, 2.5231)
S (-1.4210, 0.0257, -0.1091)
H (-2.5389, 1.5706, -6.1148)
H (-2.3471, 2.2699, 1.8694)
C (1.9261, 0.1567, 5.0585)
C (2.5485, -2.5720, 2.5049)
H (1.6392, 1.1242, 4.6469)

Forces on the atoms, in the same order (eV/Å):
0.05 -0.02 -0.05
0.02 -0.26 0.54
-0.04 0.02 0.06
0.23 0.01 -0.20
-0.09 0.00 -0.05
-0.01 0.09 0.03
0.08 0.02 0.02
-0.02 -0.14 0.06
0.35 -0.11 -0.27
0.02 0.07 -0.25
0.00 -0.01 -0.01
-0.03 0.11 -0.08
-0.09 -0.04 0.07
0.04 0.05 0.08
-0.05 -0.09 0.03
-0.06 -0.13 -0.03
0.09 0.04 0.06
-0.02 -0.03 0.02
0.10 0.03 0.04
0.07 0.02 -0.19
0.10 0.86 -0.52
0.11 0.03 0.05
0.10 -0.10 0.16
-0.51 -0.20 -0.18
0.12 0.17 -0.22
0.00 0.02 0.11
0.07 0.07 0.01
-0.04 -0.09 0.07
0.17 0.01 -0.05
0.00 -0.07 -0.02
-0.46 0.12 -0.20
0.04 0.03 -0.03
-0.10 -0.03 -0.03
0.08 -0.06 0.00
-0.03 0.04 -0.07
0.12 -0.19 -0.16
0.14 0.08 0.12
-0.12 0.06 0.07
-0.05 0.17 0.12
-0.06 -0.09 0.04
-0.43 0.06 0.96
0.13 -0.08 -0.19
0.10 0.10 0.06
0.10 -0.07 -0.05
0.01 0.02 0.23
-0.06 -0.01 0.02
-0.04 -0.03 -0.21
-0.01 -0.11 0.04
-0.94 0.58 0.70
0.07 0.03 0.08
0.05 0.02 -0.05
0.18 -0.05 -0.40
0.05 -0.68 -0.05
0.31 -0.52 -0.76
-0.11 -0.07 -0.01
0.36 0.19 0.45
-0.02 -0.02 -0.09
-0.04 0.07 0.09
-0.01 0.07 -0.03
-0.06 -0.04 -0.01
0.03 0.05 0.07

Computed properties:
2S+1   1
Energy above the lowest of the compared OMol25 structures with the same formula, charge and spin   68.3 kcal per mole
Lowest unoccupied orbital energy   0.673 eV
SMILES   Cc1ccc(CCNC(=O)CN(c2cc(C)cc(C)c2)S(=O)(=O)c2c(C)noc2C)cc1
Maximum force   1.307 eV/A
Orbital gap   9.554 eV

Below is C4H8Si as an isolated structure in a non-equilibrium geometry, with properties calculated with the ωB97M-V functional and the def2-TZVPD basis.

Cartesian coordinates (Å):
Si (1.7008, -0.0041, 1.0664)
C (0.1328, 0.6367, 0.2638)
C (0.3247, -0.6110, -0.1045)
H (-1.4631, 1.6555, 1.0367)
H (-1.7241, 0.9183, -0.5298)
H (3.3610, 0.5502, 0.6784)
H (-0.6175, -0.9448, -1.8163)
H (0.1060, -2.4284, -1.3906)
H (-1.3769, -1.9562, -0.5826)
H (1.7982, -0.2096, 2.4731)
C (-0.3689, -1.5603, -1.0040)
C (-1.0414, 1.4859, 0.0824)
H (-0.8316, 2.4679, -0.1730)

Forces on the atoms, in the same order (eV/Å):
0.73 1.26 -2.79
1.27 0.00 1.04
2.41 -1.15 1.12
-0.85 -0.25 1.28
-0.58 0.51 -0.46
-2.79 -0.93 0.27
-0.68 0.58 -1.59
1.02 -0.54 0.07
1.58 0.80 -0.39
-0.21 -0.42 0.97
-2.37 -0.42 1.48
0.02 -1.22 0.43
0.45 1.78 -1.44

Computed properties:
2S+1   1
Energy above the lowest of the compared OMol25 structures with the same formula, charge and spin   50.2 kcal per mole
Lowest unoccupied orbital energy   0.879 eV
Maximum force   3.145 eV/A
Orbital gap   9.825 eV

Which of these has the highest energy above the lowest of the compared OMol25 structures with the same formula, charge and spin? C24H29N3O4S